The following is a quantum chemistry calculation of 12 unconnected molecules or ions with the total composition C5H33NO13, from the OMol25 dataset.

```
! RIJCOSX wB97M-V def2-TZVPD def2/J DEFGRID3
* xyz 1 2
N -0.5849 3.0303 -0.6073
C -1.8056 2.2981 -0.8760
C -2.0439 1.1626 0.1372
C -0.5723 0.7615 0.3444
C 0.3001 2.0837 0.1050
C 1.5203 1.9111 -0.8664
O 1.4302 0.8609 -1.7191
H -0.7461 3.7443 0.1597
H -2.6667 3.1243 -0.9692
H -1.6590 1.7449 -1.8827
H -2.7660 0.5415 -0.2320
H -2.5592 1.4841 1.1696
H -0.3396 0.1450 -0.5167
H -0.4317 0.2093 1.2923
H 0.7419 2.5879 1.0134
H 1.7813 2.8437 -1.3769
H 1.5479 -2.9622 2.2598
H 0.1629 -2.4433 2.5005
O 0.9170 -2.4742 1.8389
H -0.1693 -3.3955 0.2336
H -0.5718 -4.3007 -0.9236
O -0.5851 -4.2952 0.0748
H 2.6021 -1.2801 -0.2312
H 2.6613 -0.7590 1.9169
O 3.4252 -0.5026 1.4279
H -1.9258 0.4484 2.9984
H -3.1536 -0.4685 2.4434
O -2.5089 -0.3218 3.2288
H 3.4105 1.5982 -0.4919
H 3.3079 0.3894 1.3008
O 2.6171 1.6409 0.0407
H 0.8682 1.4224 -4.0689
H 0.5002 2.4428 -3.0573
O 0.2323 2.0825 -3.9273
H -1.7917 -2.0455 3.3765
H -1.5211 -3.4371 3.5423
O -1.0998 -2.6424 3.3386
H 0.7655 4.9204 0.5767
H 1.9261 3.9173 0.7041
O 1.2952 4.4503 1.2444
H -0.7251 -2.2624 -2.5110
H 0.5873 -2.7667 -2.3088
O -0.3163 -2.9667 -2.2018
H -1.4896 -2.2669 1.0339
H -2.4782 -3.4074 1.0710
O -2.4262 -2.4242 1.0154
H -0.8365 0.2821 -3.3863
H 0.5131 -0.3641 -2.9128
O -0.3743 -0.6010 -3.3229
H 1.6188 -0.0925 -1.1704
H 1.4611 -2.0748 -0.0613
O 1.9546 -1.5730 -0.7673
*
```

Results
⟨S²⟩ = 0.75
gap between HOMO and LUMO (alpha / beta) = 0.3496 / 0.1450 Ha
highest occupied orbital energy (alpha / beta) = -12.89 / -12.89 eV
relative energy (zero: lowest compared OMol25 entry of this formula, charge and spin) = 68.23 kcal/mol

These are the natural (NBO) partial charges, in e, on atoms 1 to 4: -0.214 -0.296 -0.383 -0.440